(1)
49
Properties=species:S:1:pos:R:3:nbo_charge:R:1 method="wB97M-V/def2-TZVPD" homo_lumo_gap_ev=10.29
C -3.95212 2.62317 2.70013 -0.2487
O -3.51456 1.55557 1.89408 -0.5456
C -2.78967 2.00823 0.75081 -0.0618
C -2.41168 0.78591 -0.07651 -0.4211
C -2.42734 0.96756 -1.60073 -0.4089
C -2.04277 2.31537 -2.19273 -0.2346
N -0.57589 2.52956 -2.21342 -0.4749
N -0.04307 2.56969 -0.91095 -0.6381
S -0.16322 3.95820 -3.09325 2.4594
O 0.30405 3.60200 -4.38404 -0.8883
O 0.60940 4.81227 -2.25831 -0.9155
F -1.54183 4.67660 -3.30569 -0.4811
H -4.05674 2.27528 3.72638 0.1898
H -4.92479 2.99993 2.36551 0.1661
H -3.24203 3.45623 2.69232 0.1624
H -1.88350 2.49674 1.12308 0.1623
H -3.42181 2.72224 0.21112 0.1535
H -3.12749 0.00345 0.16763 0.2311
H -1.43006 0.44978 0.23182 0.2218
H -3.41617 0.72121 -1.99198 0.2124
H -1.74827 0.22680 -2.02801 0.2324
H -2.34570 2.31154 -3.24099 0.2195
H -2.57058 3.15626 -1.73447 0.1847
H 0.96472 2.56729 -0.96836 0.3735
H -0.33288 3.39842 -0.39857 0.3481
C -1.29445 -4.28498 0.30447 -0.6296
C -0.65861 -3.21280 -0.56663 0.0959
C 0.85840 -3.30938 -0.55438 -0.6399
O -1.06972 -1.91434 -0.13268 -0.7265
H -0.96946 -4.17093 1.34223 0.1993
H -2.38128 -4.19900 0.28688 0.2162
H -1.01830 -5.28475 -0.03336 0.2097
H -1.02794 -3.31002 -1.58900 0.1705
H 1.24404 -3.16339 0.45397 0.2251
H 1.29478 -2.53287 -1.18430 0.2124
H 1.19529 -4.28258 -0.91755 0.2047
H -0.75760 -1.80112 0.77209 0.4611
C 4.44535 -0.90774 0.18332 -0.6308
C 4.04957 -1.39474 1.56880 0.0956
C 5.26296 -1.57812 2.46685 -0.6298
O 3.31165 -2.61363 1.47239 -0.7227
H 5.09491 -1.63945 -0.30496 0.1983
H 3.56257 -0.77981 -0.44385 0.2184
H 4.97787 0.04285 0.23400 0.2119
H 3.36556 -0.67722 2.02440 0.1737
H 5.93672 -2.32895 2.04493 0.1975
H 4.95889 -1.92483 3.45451 0.2187
H 5.81709 -0.64553 2.58002 0.2119
H 3.88569 -3.27597 1.07300 0.4599

***

(2)
9
Properties=species:S:1:pos:R:3:mulliken_spin:R:1 method="wB97M-V/def2-TZVPD" homo_lumo_gap_ev="6.57 / 9.49" spin_multiplicity=3
C 0.39535 0.96790 0.20254 0.0939
C -0.81164 0.57694 -0.16620 0.0790
C -0.57786 -1.73038 0.29915 1.6804
O -1.25058 -0.63428 0.38726 0.0218
O 0.60838 -1.63139 -0.14041 0.0601
H 0.96752 1.84150 -0.27354 0.0023
H 0.98209 0.46229 0.97871 0.0103
H -1.35693 0.85049 -1.00384 -0.0136
H 1.04366 -0.70306 -0.28366 0.0657

***

(3)
15
Properties=species:S:1:pos:R:3:nbo_charge:R:1 method="wB97M-V/def2-TZVPD" homo_lumo_gap_ev=8.66
C -0.72790 -2.07445 -0.88192 -0.4292
C -0.37817 -0.95195 -1.52718 -0.1993
C 0.35099 0.12319 -0.85734 -0.3667
C 0.11630 0.65547 0.36502 0.2240
C 1.14749 1.61281 0.88639 -0.6315
N -0.87171 0.22070 1.20381 -0.8010
H -1.22698 -2.82229 -1.44447 0.1934
H -0.51827 -2.26543 0.27232 0.1955
H -0.41270 -0.92415 -2.61408 0.2028
H 1.13456 0.52054 -1.43484 0.1985
H 0.54454 2.50964 1.27160 0.2013
H 1.82293 1.94439 0.10860 0.2292
H 1.67680 1.12458 1.73273 0.2218
H -1.11673 0.76578 1.93073 0.3684
H -1.54115 -0.43884 0.98864 0.3929

***

(4)
13
Properties=species:S:1:pos:R:3:nbo_charge:R:1 method="wB97M-V/def2-TZVPD" homo_lumo_gap_ev=10.69
C -0.21323 1.50254 -1.01868 -0.2728
C 0.65979 0.75118 -1.68972 -0.3424
C 0.81667 -0.64838 -1.39663 0.2755
N 0.93120 -1.77472 -1.14797 -0.3391
H -0.32120 2.55762 -1.24971 0.2078
H -0.83248 1.09042 -0.22614 0.2336
H 1.28846 1.15140 -2.47971 0.2412
H 0.42140 0.77631 2.18204 0.0100
H 1.11822 0.99367 2.33416 -0.0165
C -0.90647 -1.53637 1.21510 0.2950
O -1.43776 -0.45652 1.33163 -0.5396
H -1.43887 -2.40046 0.77754 0.1220
H 0.13523 -1.71649 1.53480 0.1254

***

(5)
78
Properties=species:S:1:pos:R:3:lowdin_charge:R:1 method="wB97M-V/def2-TZVPD" homo_lumo_gap_ev=8.44 charge=+1
C 1.08661 -1.83497 1.24905 -0.2092
C 1.05311 -2.38786 -0.26475 -0.5267
S -0.16869 -1.52778 -1.34107 0.8028
C 0.41496 0.16700 -1.76147 -0.6027
P 0.03398 1.48901 -0.49290 0.6995
N 0.43294 3.02854 -1.24872 -0.1229
N 1.00831 1.41090 0.95464 -0.0102
C 1.36132 2.59938 1.23681 -0.3607
O 1.35764 3.67529 1.67353 0.2096
P -2.05705 1.65286 0.09227 0.8220
C -2.00749 1.69179 1.98614 -0.3066
C -3.05686 0.13181 -0.35882 -0.4783
C -3.35100 0.00106 -1.92701 -0.1750
H 1.82794 -0.99326 1.26281 0.0314
H 0.04480 -1.55079 1.56541 0.0626
H 1.48907 -2.64276 1.91218 0.0177
H 2.09240 -2.46429 -0.68649 0.0722
H 0.68084 -3.45827 -0.16737 0.0697
H 1.55070 0.10864 -1.85432 0.0787
H 0.05038 0.54661 -2.76634 0.0689
H 1.41761 2.98573 -1.57172 0.0764
H -0.10706 3.07769 -2.13086 0.0662
H -2.99544 1.96282 2.44619 0.0586
H -1.71427 0.67921 2.41632 0.0567
H -1.19748 2.40505 2.31422 0.0286
H -2.57586 -0.80302 0.06294 0.0526
H -4.08084 0.18253 0.13742 0.1004
H -4.02574 -0.90176 -2.03016 0.0799
H -2.41433 -0.14292 -2.54049 0.0364
H -3.90989 0.94140 -2.23321 0.0749
C 1.83266 -6.67206 1.27642 -0.0438
C 2.53637 -5.37759 1.07870 -0.2160
N 3.08299 -4.37385 0.92539 0.1562
H 2.44370 -7.48801 0.89060 0.0861
H 1.64939 -6.83511 2.33850 0.0857
H 0.87929 -6.65993 0.74776 0.0822
C 6.08059 -3.24742 2.14958 -0.0685
C 7.11590 -2.49912 1.38925 -0.2742
N 7.92021 -1.91852 0.80091 0.1134
H 5.55936 -2.57235 2.82859 0.0543
H 5.35822 -3.68668 1.46202 0.0336
H 6.54918 -4.04300 2.72975 0.0785
C -3.75025 -1.00611 -5.97300 -0.0652
C -3.57967 -2.07672 -4.95547 -0.2740
N -3.44737 -2.90373 -4.16247 0.1209
H -4.77327 -0.62961 -5.94673 0.0282
H -3.06417 -0.18459 -5.76646 0.0756
H -3.54156 -1.40229 -6.96702 0.0832
C -8.25540 -0.21605 -4.21286 -0.0576
C -7.19107 0.50857 -4.95435 -0.2569
N -6.36261 1.07126 -5.52745 0.1202
H -8.75974 0.46780 -3.52901 0.0546
H -8.98521 -0.62361 -4.91260 0.0834
H -7.81660 -1.03340 -3.64010 0.0805
C 8.95591 -1.59536 4.95863 -0.0595
C 8.02359 -2.61930 5.50260 -0.2757
N 7.29925 -3.41321 5.92039 0.1200
H 9.97259 -1.80794 5.28883 0.0833
H 8.92528 -1.60785 3.86821 0.0652
H 8.66635 -0.60559 5.31217 0.0770
C 0.39410 6.89993 0.95670 -0.0756
C -0.33754 7.84558 0.07317 -0.2700
N -0.90464 8.57710 -0.61282 0.1237
H 0.28916 7.20696 1.99735 0.0823
H -0.01153 5.89501 0.83937 0.0521
H 1.45197 6.88964 0.69379 0.0793
C 4.42681 -0.35185 5.13698 -0.0554
C 3.39191 -0.99521 4.28453 -0.2275
N 2.58917 -1.49445 3.62281 0.1526
H 4.05150 0.59565 5.52384 0.0798
H 4.67569 -1.00539 5.97354 0.0831
H 5.32678 -0.16597 4.55005 0.0737
C -6.49075 4.52524 -3.15947 -0.0621
C -7.45815 3.52573 -2.63547 -0.2613
N -8.20927 2.75162 -2.22921 0.1263
H -5.48369 4.27706 -2.82440 0.0718
H -6.51375 4.52590 -4.24929 0.0809
H -6.75231 5.51927 -2.79652 0.0818

***

(6)
16
Properties=species:S:1:pos:R:3:nbo_charge:R:1 method="wB97M-V/def2-TZVPD" homo_lumo_gap_ev=6.56 charge=-1
C -0.55175 -1.21991 0.84332 -0.4494
N -0.82142 0.14408 0.14075 -0.7170
C 0.43269 0.66014 -0.43111 -0.2977
C 1.26366 1.27534 0.72989 -0.0568
O 0.60394 1.85062 1.81636 -0.9643
H -0.94321 -1.13686 1.89151 0.1951
H 0.57781 -1.55860 0.93394 0.1780
H -1.07671 -2.07897 0.28819 0.1679
H -1.00070 0.65666 1.08447 0.4238
H 0.14195 1.57896 -1.15042 0.1839
H 1.07814 -0.16386 -0.74489 0.1871
H 2.03764 1.77030 0.16080 0.0864
H 1.80070 0.46505 1.13500 0.0857
H -1.87246 -0.96399 -2.53038 0.4521
H -0.69432 -0.53448 -1.60717 0.5115
O -0.97596 -0.74446 -2.56025 -0.9860